{
  "formula": "C27H23F10IrN3O5Te",
  "method": "ωB97M-V/def2-TZVPD",
  "elements": ["Ir", "O", "C", "O", "C", "C", "C", "C", "C", "N", "H", "H", "H", "H", "F", "Te", "F", "F", "F", "F", "O", "C", "C", "C", "C", "C", "C", "C", "C", "C", "C", "O", "O", "H", "H", "H", "H", "H", "H", "H", "H", "H", "H", "H", "F", "C", "C", "C", "F", "C", "F", "C", "F", "C", "F", "C", "C", "C", "C", "N", "N", "C", "H", "H", "H", "H", "H", "H", "H", "H"],
  "coordinates": [[0.19384, 1.23292, 0.67232], [-2.63669, -0.06915, 3.42258], [-2.02642, 0.34812, 2.46977], [-0.86990, 0.96380, 2.47179], [-2.63126, 0.21525, 1.10035], [-3.93693, -0.17601, 0.90916], [-4.41746, -0.22304, -0.39111], [-3.56930, 0.08875, -1.44419], [-2.27211, 0.47022, -1.17145], [-1.83640, 0.54971, 0.09178], [-4.53351, -0.42128, 1.77645], [-5.45204, -0.48052, -0.58276], [-3.91438, 0.08151, -2.46871], [-1.57118, 0.72566, -1.95151], [-1.56469, 4.50308, -2.94493], [-1.92928, 4.06551, -1.18289], [-0.92606, 5.56363, -0.66505], [-2.76772, 3.81481, 0.48305], [-3.28583, 2.99400, -1.87909], [-3.24651, 5.38492, -1.30606], [-0.58714, 2.89020, -0.94585], [0.37235, -5.76637, -4.77833], [0.27910, -4.68662, -3.73553], [-0.94128, -4.36215, -3.15174], [-1.04023, -3.42568, -2.12953], [-2.36606, -3.17446, -1.46863], [0.13116, -2.73229, -1.77426], [1.39115, -3.07657, -2.29923], [2.64913, -2.41849, -1.79842], [1.43145, -4.03132, -3.29756], [0.07506, -1.58874, -0.75695], [-0.25219, -2.02170, 0.36563], [0.40020, -0.42337, -1.13066], [-0.58032, -6.27671, -4.90460], [1.13099, -6.49885, -4.49975], [0.66630, -5.34310, -5.74174], [-1.84698, -4.86256, -3.47986], [-3.12633, -3.84099, -1.87160], [-2.68128, -2.14717, -1.62972], [-2.28805, -3.32910, -0.39422], [2.74195, -2.57121, -0.71889], [2.61189, -1.34178, -1.97697], [3.52805, -2.83107, -2.29030], [2.39228, -4.28024, -3.74067], [3.10552, 1.27805, -0.33963], [2.99056, 0.24841, 0.51554], [1.81984, 0.08389, 1.21769], [1.75324, -0.97630, 2.09980], [0.67632, -1.17627, 2.84496], [2.81076, -1.85222, 2.26028], [2.71673, -2.87974, 3.09405], [3.97435, -1.65669, 1.54192], [4.99574, -2.48658, 1.69388], [4.06701, -0.59741, 0.66217], [5.17993, -0.41296, -0.04159], [-0.61903, 5.81006, 3.29896], [0.27091, 4.65520, 2.98962], [1.33613, 4.08554, 3.65877], [1.75168, 3.00432, 2.88428], [0.98366, 2.91730, 1.78760], [0.10137, 3.92611, 1.88826], [2.91107, 2.10302, 3.14928], [-0.24453, 6.36811, 4.15274], [-1.62403, 5.45113, 3.52573], [-0.69297, 6.47278, 2.43571], [1.76284, 4.40696, 4.59642], [-0.54634, 4.10199, 1.17307], [3.52025, 2.52327, 3.94679], [3.52113, 2.00153, 2.25106], [2.58051, 1.10899, 3.45253]],
  "forces_ev_per_a": [[-1.72, -0.51, 0.15], [0.75, 0.55, 0.13], [-0.96, -0.68, -0.68], [1.74, 0.49, -0.68], [0.21, 0.10, 0.29], [-0.06, -0.05, -0.21], [-0.06, 0.08, 0.03], [-0.17, 0.16, 0.18], [0.19, 0.08, 0.04], [0.99, 0.03, -0.36], [0.02, 0.01, -0.02], [0.07, -0.06, 0.00], [0.05, -0.03, 0.03], [0.02, 0.01, 0.07], [0.41, -0.21, -0.01], [-1.54, 1.50, -1.18], [0.32, -0.45, 0.59], [0.79, -0.20, 0.40], [0.28, -0.53, 0.05], [0.00, -0.01, -0.09], [0.07, -0.40, 0.76], [0.10, 0.20, -0.12], [-0.01, 0.06, 0.13], [0.22, -0.20, 0.08], [0.65, 0.42, -0.17], [0.20, 0.04, -0.03], [0.28, 0.66, -0.44], [-0.73, 0.31, -0.17], [-0.23, 0.09, -0.04], [-0.02, -0.40, -0.06], [-0.50, -3.55, 1.28], [0.13, 1.87, -0.46], [0.02, 2.11, 1.09], [0.00, -0.03, -0.01], [-0.05, -0.05, -0.02], [-0.02, -0.06, -0.02], [0.07, -0.10, 0.02], [-0.03, 0.01, -0.03], [-0.09, -0.03, 0.03], [-0.02, 0.00, 0.05], [0.03, -0.02, -0.09], [0.10, -0.03, 0.00], [0.01, 0.00, 0.03], [-0.06, -0.10, 0.04], [-0.09, 0.03, -0.11], [0.04, 0.23, -0.34], [-1.21, 0.20, -0.02], [-0.37, -0.06, 0.30], [0.06, -0.14, 0.06], [0.03, 0.05, -0.02], [-0.01, -0.08, 0.12], [-0.01, -0.04, 0.08], [0.13, -0.10, -0.01], [0.12, 0.07, 0.02], [0.12, 0.05, -0.08], [0.01, -0.08, -0.15], [-0.10, 0.00, 0.03], [0.20, -0.03, 0.12], [0.42, -0.31, 0.21], [-0.19, -1.31, -0.60], [0.14, 0.15, 0.65], [-0.09, 0.02, 0.07], [0.03, -0.01, -0.02], [0.02, 0.01, 0.03], [0.02, 0.04, 0.05], [0.00, -0.01, -0.14], [-0.79, 0.13, -0.96], [-0.01, 0.03, -0.01], [0.01, 0.05, 0.16], [0.05, 0.10, 0.04]],
  "largest_force_ev_per_a": 3.80,
  "lumo_ev": [-2.8, -3.4],
  "molar_mass_g_mol": 979.29,
  "e_homo_ev": [-8.416, -8.391],
  "de_lowest_kcal_mol": 88.0,
  "multiplicity": 2
}